[1]
# C14H24As2Cl2O9SW

A structure of composition C14H24As2Cl2O9SW (ωB97M-V/def2-TZVPD, OMol25).

XYZ file:
```
53
C14H24As2Cl2O9SW | OMol25 | ωB97M-V/def2-TZVPD
W 0.58952 -1.02814 -0.09250
O 0.19875 -3.28111 3.37084
Cl 0.02902 -2.95464 2.02574
O -0.80054 -3.82940 1.29446
O 1.31779 -2.77439 1.34788
O -0.47288 -1.55178 1.84471
C 3.84603 -0.13272 1.82787
As 1.97497 0.32312 1.78955
C 1.30431 0.17723 3.59691
C 1.74980 2.15980 1.29748
C 2.73202 3.12455 1.47054
C 2.43700 4.45197 1.18200
C 1.17180 4.80910 0.74239
C 0.18782 3.84276 0.56804
C 0.48704 2.51540 0.84501
As -0.83121 1.14832 0.54641
C -1.89926 1.65479 -0.97142
C -2.02043 1.16730 2.06497
H 4.26476 0.31980 2.72825
H 4.33275 0.26226 0.94064
H 3.95608 -1.21356 1.86951
H 1.80213 0.96519 4.16450
H 1.54930 -0.79645 4.01739
H 0.23273 0.32897 3.62018
H 3.72061 2.86157 1.82648
H 3.20071 5.20781 1.30274
H 0.94923 5.84420 0.52224
H -0.79102 4.14609 0.21796
H -2.48321 2.52354 -0.66166
H -2.58357 0.84866 -1.22227
H -1.25308 1.90877 -1.80668
H -2.19118 2.19848 2.38071
H -1.59698 0.61056 2.89245
H -2.98031 0.72506 1.80356
O 2.58442 -1.24650 -0.54172
Cl 3.07430 -0.56365 -1.98162
O 2.07331 -0.85735 -3.04971
O 0.66018 0.35853 -1.11577
O 0.28726 -2.82739 -1.35967
O -1.50525 -1.49654 -0.72667
S -1.11058 -2.51868 -1.74639
C -0.92373 -1.73890 -3.37052
C -2.24079 -1.92964 -4.10223
C -3.30195 -2.16198 -3.02547
C -2.78951 -3.28547 -2.15572
H -0.04752 -2.19191 -3.83148
H -0.66568 -0.70719 -3.11725
H -2.17636 -2.82148 -4.72644
H -2.48323 -1.09384 -4.75339
H -4.22636 -2.54297 -3.46894
H -3.55225 -1.27944 -2.43922
H -2.60746 -4.22084 -2.68232
H -3.17932 -3.43785 -1.15235
```

For the HOMO energy, the calculation gives -14.69 eV. Its HOMO-LUMO gap is 7.12 eV. The molar mass comes out at 772.99 u. As for the LUMO energy: -7.6 eV. The value obtained for the total energy is -192689.5164 eV. Its charge is +2.

[2]
# C4H12N2

A cluster of 2 separate species, C4H12N2 in total (ωB97M-V/def2-TZVPD, OMol25).

XYZ file:
```
18
C4H12N2 | OMol25 | ωB97M-V/def2-TZVPD
C -2.20765 -0.43606 1.55793
C -1.74310 0.59471 2.23644
C -1.28338 1.95627 1.80957
H -2.12935 -1.44728 1.92766
H -2.54815 -0.29443 0.53699
H -1.23919 0.47201 3.19625
H -1.44916 2.31139 0.79046
H -0.20069 1.98291 1.98073
H -1.57682 2.80312 2.44043
N 2.87649 -0.96499 -1.91376
C 1.54091 -0.45943 -2.29180
N 0.43729 -1.07433 -1.58153
H 2.80994 -1.93376 -1.80874
H 3.13910 -0.59854 -1.00640
H 1.44387 -0.59413 -3.36549
H 1.50651 0.59248 -2.00745
H 0.39092 -0.90478 -0.59497
H 0.23246 -2.00517 -1.90629
```

For the HOMO energy, the calculation gives -8.76 eV. Its HOMO-LUMO gap is 9.65 eV. The structure (SMILES) is C=CC.NCN. The molar mass comes out at 88.15 u. As for the LUMO energy: 0.9 eV. The value obtained for the total energy is -7321.3995 eV.

[3]
# C6H14NO5S

A cluster of 2 separate species, C6H14NO5S in total (ωB97M-V/def2-TZVPD, OMol25).

XYZ file:
```
27
C6H14NO5S | OMol25 | ωB97M-V/def2-TZVPD
C 4.20654 0.20521 0.45650
C 2.72238 0.04451 0.72586
O 2.06443 -0.63400 -0.36659
S 1.42176 0.41975 -1.52975
C -0.30547 0.35689 -1.20545
C -0.72116 1.20298 0.00479
O -1.10738 2.47364 -0.53485
C -1.82576 0.39047 0.63890
N -1.24696 -0.73507 1.34994
H 4.78504 -0.65488 0.79220
H 4.60583 1.08981 0.95564
H 4.37594 0.32167 -0.61517
H 2.24166 1.00504 0.91830
H 2.50233 -0.58348 1.58822
H 1.45177 -0.62907 -2.36201
H -0.60817 -0.69177 -1.09579
H -0.78695 0.76991 -2.09792
H 0.09832 1.32449 0.72560
H -0.93624 3.13870 0.13189
H -2.49575 0.99335 1.25507
H -2.44438 -0.02806 -0.14963
H -1.60597 -1.54181 0.81778
H -1.67597 -0.80504 2.26044
C -3.71540 -1.85205 -0.67299
O -2.42397 -2.07867 -0.82960
O -4.49485 -2.12352 -1.62530
O -4.08163 -1.37900 0.46392
```

For the HOMO energy, the calculation gives -1.42 eV. Its HOMO-LUMO gap is 2.57 eV. The molar mass comes out at 212.25 u. As for the LUMO energy: 1.2 eV. The value obtained for the total energy is -29007.4943 eV. Its charge is -1.

[4]
# C3H5O3Pb

A structure of composition C3H5O3Pb (ωB97M-V/def2-TZVPD, OMol25).

XYZ file:
```
12
C3H5O3Pb | OMol25 | ωB97M-V/def2-TZVPD
H 0.86866 -1.20704 -1.01727
C 1.24702 -0.62280 -0.16030
C 0.26321 -0.56677 0.95882
O -1.13194 -0.63307 0.45104
C -1.61621 0.52423 0.16863
O -2.81320 0.41689 -0.32484
Pb 0.23281 1.76853 0.67422
O 1.42941 0.72491 -0.65474
H 2.21671 -0.95105 0.24611
H 2.05003 0.45448 -1.59907
H 0.40015 -1.19363 1.83955
H -3.14666 1.28534 -0.58216
```

For the HOMO energy, the calculation gives -12.77 eV. Its HOMO-LUMO gap is 8.01 eV. The molar mass comes out at 296.27 u. As for the LUMO energy: -4.8 eV. The value obtained for the total energy is -14571.5904 eV. Its charge is +1.